# C8H14

A molecular structure, C8H14 in a non-equilibrium geometry (the ωB97M-V functional and the def2-TZVPD basis, the Open Molecules 2025 dataset).

Properties
- net charge = 0
- LUMO energy (eV) = -2.363
- molar mass (g/mol) = 110.2
- energy relative to the best compared isomer or geometry (same formula, charge and spin) (kJ/mol) = 888.83
- HOMO-LUMO gap (hartree) = 0.1484

```
22
Properties=species:S:1:pos:R:3:forces:R:3
C 3.083 0.334 -0.483 0.32 3.00 -1.32
C 1.730 -0.190 -0.803 -0.88 0.21 0.00
C 1.112 -0.727 0.477 2.81 -3.06 -0.56
C -0.296 -0.955 0.401 0.91 3.74 1.80
C -0.711 1.482 0.687 2.03 -4.93 0.05
C -1.148 0.122 0.345 -3.06 2.59 -0.32
C -2.589 -0.235 -0.124 -0.74 1.67 0.82
C -3.720 0.509 0.177 1.63 -1.19 -1.76
H 3.887 -0.229 -0.051 -0.03 -0.83 0.28
H 3.435 0.767 -1.437 0.46 -0.22 0.34
H 2.908 1.253 0.117 0.41 -0.56 0.11
H 1.098 0.671 -1.110 0.42 -0.50 -0.13
H 1.740 -0.919 -1.627 -0.13 -0.03 0.40
H 1.755 -1.623 0.691 -0.73 0.36 0.25
H 1.368 -0.054 1.313 -0.49 -0.23 0.02
H -0.786 -1.942 0.094 -1.09 -2.46 -1.06
H -1.078 -2.689 -0.010 0.39 0.98 0.28
H 0.356 1.442 1.065 -1.56 0.67 -0.50
H -1.175 2.422 0.697 -1.21 0.56 -0.32
H -2.596 -1.175 -0.757 -0.51 1.03 0.94
H -4.718 0.182 -0.198 0.94 0.21 0.38
H -3.653 1.553 0.536 0.11 -1.01 0.28
```
Forces are in eV/Å.

# C8H14

A single C8H14 molecule in a non-equilibrium geometry (the ωB97M-V functional and the def2-TZVPD basis, the Open Molecules 2025 dataset).

Properties
- net charge = 0
- LUMO energy (eV) = 0.920
- molar mass (g/mol) = 110.2
- energy relative to the best compared isomer or geometry (same formula, charge and spin) (kJ/mol) = 281.73
- HOMO-LUMO gap (hartree) = 0.3342

```
22
Properties=species:S:1:pos:R:3:forces:R:3
C 0.588 2.295 -1.270 -0.53 3.14 0.26
C 0.121 1.626 -0.226 0.73 0.44 -0.02
C -0.550 2.166 1.031 -0.24 -1.90 0.76
C 0.341 0.220 -0.325 0.40 -3.83 -0.93
C 0.578 -0.491 -1.481 -0.22 1.24 0.65
C 0.423 -0.662 0.937 -0.34 1.82 -0.24
C -0.733 -1.658 0.895 1.33 -0.26 1.93
C -0.487 -2.929 0.119 -0.84 -2.36 2.05
H 0.919 2.026 -2.254 0.31 -1.12 0.18
H 0.587 3.377 -1.234 -0.28 0.35 0.22
H -0.600 3.234 1.102 0.46 0.50 0.21
H -0.323 1.598 2.034 0.30 1.59 -1.99
H -1.584 1.847 0.926 -0.51 0.06 -0.18
H 0.676 -0.032 -2.480 -0.40 -0.19 0.70
H 0.715 -1.573 -1.474 0.16 0.52 0.18
H 0.457 -0.123 1.900 -0.69 0.16 -0.56
H 1.467 -0.889 0.897 0.54 -1.84 -0.01
H -1.582 -1.119 0.631 -1.50 0.99 -1.43
H -1.055 -1.825 1.936 0.67 -0.79 -0.04
H -1.056 -3.775 0.721 1.51 1.27 -1.22
H 0.605 -3.121 0.081 -0.76 -0.29 0.09
H -0.905 -3.028 -0.863 -0.11 0.50 -0.59
```
Forces are in eV/Å.

# C8H14

A molecular structure, C8H14 in a non-equilibrium geometry (the ωB97M-V functional and the def2-TZVPD basis, the Open Molecules 2025 dataset).

Properties
- net charge = 0
- LUMO energy (eV) = -0.352
- molar mass (g/mol) = 110.2
- energy relative to the best compared isomer or geometry (same formula, charge and spin) (kJ/mol) = 638.89
- HOMO-LUMO gap (hartree) = 0.3208

```
22
Properties=species:S:1:pos:R:3:forces:R:3
C -0.704 0.170 0.558 1.72 -1.16 -0.35
C -0.727 0.348 2.053 -0.05 -0.01 -0.03
C -1.620 -0.900 0.027 0.00 0.07 -0.08
C -0.635 1.368 -0.278 0.55 -0.02 -1.39
C 1.095 -0.753 0.347 -1.62 0.38 1.30
C 2.174 -0.158 0.856 0.08 0.02 -0.20
H 0.891 -1.788 0.603 0.11 -0.10 0.05
H -0.082 2.192 0.170 -0.11 0.06 0.06
H -0.536 -0.589 2.575 -0.03 0.00 0.01
H -1.726 0.702 2.333 0.01 -0.04 0.00
H -0.004 1.092 2.380 0.03 0.01 -0.02
H -1.558 -1.817 0.612 0.01 -0.01 -0.01
H -1.392 -1.110 -1.021 0.01 -0.01 0.05
H -2.652 -0.538 0.068 0.02 0.00 0.05
H -0.110 1.039 -1.252 -0.54 0.67 1.01
H -1.616 1.680 -0.639 -0.09 0.12 0.23
H 2.421 0.866 0.599 -0.10 0.14 0.13
H 2.885 -0.675 1.491 0.11 -0.08 -0.13
C 0.802 -0.116 -2.364 0.51 -1.09 1.30
C 0.989 -0.206 -3.557 -0.04 0.01 -0.07
H 1.151 -0.295 -4.606 -0.04 0.10 0.02
H 0.955 -0.511 -0.953 -0.53 0.95 -1.92
```
Forces are in eV/Å.

# C8H14

A molecular structure, C8H14 in a non-equilibrium geometry (the ωB97M-V functional and the def2-TZVPD basis, the Open Molecules 2025 dataset).

Properties
- net charge = 0
- LUMO energy (eV) = 0.977
- molar mass (g/mol) = 110.2
- energy relative to the best compared isomer or geometry (same formula, charge and spin) (kJ/mol) = 502.29
- HOMO-LUMO gap (hartree) = 0.3202

```
22
Properties=species:S:1:pos:R:3:forces:R:3
C 0.482 0.610 0.038 -6.86 0.51 -1.82
C 0.369 1.160 1.439 0.16 -0.05 -0.01
C 2.753 -0.304 0.098 -1.88 -1.97 -0.57
C -2.455 -0.102 0.315 -0.01 0.13 0.25
C 0.815 -0.717 -0.191 6.92 -0.31 1.67
C -1.374 0.320 -0.628 1.73 1.79 0.42
C 0.561 -2.000 -0.285 -0.26 0.35 -0.50
C -1.596 0.679 -1.889 0.15 0.03 0.27
H 0.840 1.315 -0.710 0.04 -0.12 0.11
H 1.316 1.609 1.745 -0.02 -0.06 0.05
H -0.399 1.937 1.468 0.12 -0.04 -0.01
H 0.106 0.381 2.156 0.02 0.02 -0.08
H -3.458 0.102 -0.087 0.25 -0.05 -0.09
H 3.037 -0.948 0.930 0.15 -0.06 -0.16
H 3.166 -0.637 -0.853 0.20 -0.10 0.14
H 3.077 0.715 0.300 -0.66 0.15 -0.05
H -2.399 -1.173 0.533 0.05 0.05 0.03
H -2.387 0.426 1.270 0.06 -0.07 -0.01
H -0.434 -2.368 -0.493 -0.18 0.00 0.11
H 1.372 -2.721 -0.288 -0.06 0.08 0.05
H -0.789 0.930 -2.573 -0.02 0.16 0.15
H -2.604 0.787 -2.295 0.11 -0.42 0.03
```
Forces are in eV/Å.

Repeat the fourth record exactly.
# C8H14

A molecular structure, C8H14 in a non-equilibrium geometry (the ωB97M-V functional and the def2-TZVPD basis, the Open Molecules 2025 dataset).

Properties
- net charge = 0
- LUMO energy (eV) = 0.977
- molar mass (g/mol) = 110.2
- energy relative to the best compared isomer or geometry (same formula, charge and spin) (kJ/mol) = 502.29
- HOMO-LUMO gap (hartree) = 0.3202

```
22
Properties=species:S:1:pos:R:3:forces:R:3
C 0.482 0.610 0.038 -6.86 0.51 -1.82
C 0.369 1.160 1.439 0.16 -0.05 -0.01
C 2.753 -0.304 0.098 -1.88 -1.97 -0.57
C -2.455 -0.102 0.315 -0.01 0.13 0.25
C 0.815 -0.717 -0.191 6.92 -0.31 1.67
C -1.374 0.320 -0.628 1.73 1.79 0.42
C 0.561 -2.000 -0.285 -0.26 0.35 -0.50
C -1.596 0.679 -1.889 0.15 0.03 0.27
H 0.840 1.315 -0.710 0.04 -0.12 0.11
H 1.316 1.609 1.745 -0.02 -0.06 0.05
H -0.399 1.937 1.468 0.12 -0.04 -0.01
H 0.106 0.381 2.156 0.02 0.02 -0.08
H -3.458 0.102 -0.087 0.25 -0.05 -0.09
H 3.037 -0.948 0.930 0.15 -0.06 -0.16
H 3.166 -0.637 -0.853 0.20 -0.10 0.14
H 3.077 0.715 0.300 -0.66 0.15 -0.05
H -2.399 -1.173 0.533 0.05 0.05 0.03
H -2.387 0.426 1.270 0.06 -0.07 -0.01
H -0.434 -2.368 -0.493 -0.18 0.00 0.11
H 1.372 -2.721 -0.288 -0.06 0.08 0.05
H -0.789 0.930 -2.573 -0.02 0.16 0.15
H -2.604 0.787 -2.295 0.11 -0.42 0.03
```
Forces are in eV/Å.

> Among the records above, which one has the lowest energy relative to the best compared isomer or geometry (same formula, charge and spin)?

number 2